Density functional theory data (the ωB97M-V functional and the def2-TZVPD basis) for a structure of composition C31H28IrN10O.

Geometry as XYZ:
```
71
Properties=species:S:1:pos:R:3:forces:R:3:mulliken_spin:R:1
Ir 0.782858 -0.389260 -0.439651 -0.30 -0.01 -0.25 1.009
C 0.958821 1.514285 2.774883 -0.09 -0.10 0.10 -0.005
C 1.936917 1.462724 1.824388 0.19 -0.07 -0.08 0.018
C 2.283622 0.219854 1.215696 -0.06 0.25 -0.12 -0.066
C 1.619287 -0.952956 1.630043 0.14 0.09 -0.09 0.049
C 0.589516 -0.877266 2.600239 0.01 -0.02 -0.07 -0.001
C 0.278761 0.334652 3.158329 -0.04 0.13 0.11 0.007
H 0.731527 2.445910 3.277352 0.01 0.00 0.03 0.000
H 2.503552 2.348807 1.564869 0.04 -0.01 0.04 0.001
H 3.212856 0.154218 0.664344 0.04 -0.01 0.05 -0.003
H 2.035055 -1.922231 1.376035 -0.04 -0.01 0.02 -0.007
H 0.109547 -1.782335 2.947126 0.02 -0.02 0.00 0.000
H -0.462768 0.382041 3.946188 -0.02 0.02 -0.01 0.001
C -3.376206 -1.505535 -4.062906 -0.13 -0.08 -0.02 0.001
N -2.059838 -1.344084 -3.456270 0.10 0.18 0.17 0.002
C -1.733854 -0.884290 -2.247650 -0.15 -0.38 0.15 0.002
N -0.423225 -1.012880 -2.068755 0.14 0.63 -0.28 -0.015
C 0.008815 -1.545607 -3.258603 0.07 -0.09 0.00 0.006
N -0.955273 -1.750255 -4.111105 -0.01 -0.07 -0.03 0.000
C -3.734874 -0.388389 -5.026041 0.08 0.05 -0.03 -0.001
C -4.080922 -0.634699 -6.379639 -0.05 -0.10 0.04 -0.001
C -4.477193 0.374847 -7.264787 -0.01 0.07 -0.01 0.000
C -4.522902 1.677822 -6.838937 0.03 -0.03 0.08 0.000
C -4.139010 1.960139 -5.483335 -0.04 -0.54 -0.19 -0.004
C -3.762173 0.898170 -4.592788 0.03 0.03 -0.05 0.002
C -4.096166 3.226551 -5.007103 0.05 0.58 0.17 0.003
N -4.475781 4.450024 -5.637579 -0.11 -0.75 -0.47 0.000
N -4.276886 5.379136 -4.844080 0.15 0.58 0.65 0.000
C -3.715551 4.840033 -3.646170 -0.19 -0.30 -0.56 -0.005
O -3.633539 3.504958 -3.772994 -0.03 0.11 -0.12 0.000
C -3.268932 5.488594 -2.545463 0.16 0.29 0.49 0.005
C -3.497230 6.896967 -2.394388 0.06 -0.05 0.03 0.002
C -3.106386 7.494455 -1.220467 0.01 -0.03 -0.05 0.000
C -2.480964 6.729022 -0.236069 0.04 0.00 0.06 0.002
C -2.203798 5.339185 -0.379039 -0.01 0.05 0.01 -0.001
C -1.518116 4.610895 0.759421 -0.03 0.04 0.09 -0.001
N -1.317028 3.184301 0.533163 0.04 -0.10 -0.17 0.000
C -0.298715 2.536812 -0.038523 0.08 0.03 0.05 -0.012
N -0.534365 1.230866 0.011681 -0.14 -0.24 0.24 0.033
C -1.738241 1.139420 0.659255 -0.05 0.05 0.04 -0.014
N -2.237515 2.301038 0.977960 -0.07 0.03 -0.03 0.004
C -2.604996 4.728657 -1.520659 -0.10 -0.01 0.01 -0.001
H -4.105268 -1.539831 -3.251816 -0.02 -0.03 -0.04 0.000
H -3.388966 -2.474565 -4.558487 0.03 0.02 0.00 0.000
H -2.455099 -0.558668 -1.516445 0.02 0.06 0.00 -0.001
H 1.030854 -1.807780 -3.468133 0.02 0.06 -0.02 -0.002
H -4.052917 -1.655972 -6.746291 0.01 -0.01 -0.01 0.000
H -4.742957 0.119523 -8.281710 0.00 0.00 -0.01 0.000
H -4.815383 2.485806 -7.498259 -0.02 0.00 0.00 0.000
H -3.512920 1.139323 -3.567893 0.00 0.01 0.00 0.000
H -3.983360 7.454510 -3.185652 -0.01 0.01 0.00 0.000
H -3.280010 8.548705 -1.052958 0.00 0.01 0.00 0.000
H -2.190372 7.222914 0.686506 0.01 0.02 0.00 0.000
H -2.140466 4.687771 1.653005 0.05 -0.02 0.02 -0.001
H -0.554855 5.066258 0.994011 0.00 0.03 -0.07 0.000
H 0.577119 3.014314 -0.446580 0.01 0.00 0.00 -0.002
H -2.214941 0.209970 0.925527 0.00 -0.02 -0.01 0.001
H -2.439189 3.671185 -1.672228 -0.03 -0.01 -0.02 -0.001
N 5.787452 -2.353299 -3.497338 -0.02 0.02 0.01 0.000
C 4.699411 -1.943410 -2.855948 0.04 -0.05 0.00 -0.004
C 4.151945 -0.652290 -3.054122 -0.11 0.06 0.04 -0.001
C 3.035658 -0.269573 -2.366592 0.08 0.06 0.02 0.000
N 2.394100 -1.071664 -1.484346 0.18 -0.36 0.12 0.035
C 2.906445 -2.315134 -1.294466 -0.04 -0.07 0.00 -0.038
C 4.017701 -2.776980 -1.936984 -0.06 0.04 0.04 -0.003
H 6.276543 -1.754594 -4.143500 0.00 -0.01 0.02 0.000
H 6.176745 -3.269863 -3.340665 0.00 0.02 0.00 0.000
H 4.615429 0.045529 -3.737700 0.00 0.00 -0.01 0.000
H 2.618405 0.719685 -2.499786 0.02 0.00 -0.02 0.001
H 2.377252 -2.960853 -0.605037 0.02 0.00 0.01 0.005
H 4.372727 -3.776276 -1.725853 -0.02 -0.02 -0.01 0.002
```
Positions in Å, forces in eV/Å.

Its HOMO energy (alpha / beta) is -17.9 / -17.9 eV. Its total charge is +4. As for the spin multiplicity: 2. Its orbital gap (alpha / beta) is 3.2 / 3.2 eV.

---

Density functional theory data (the ωB97M-V functional and the def2-TZVPD basis) for a structure of composition C31H28N6O5PSTl.

Geometry as XYZ:
```
73
Properties=species:S:1:pos:R:3:forces:R:3:lowdin_charge:R:1
Tl -0.194312 -0.184568 0.804936 0.11 -0.05 -0.01 0.883
C -0.987631 3.772588 1.001640 0.04 0.04 -0.01 -0.021
C -0.612317 2.996463 -0.225938 0.07 0.03 -0.01 -0.316
N -1.412718 2.389597 -1.016572 -0.02 -0.02 -0.02 0.092
N -2.730330 2.397028 -0.625793 -0.03 -0.16 -0.01 -0.034
C -3.699306 1.927919 -1.460000 -0.07 0.08 0.10 -0.932
N -4.868274 1.742494 -0.817540 0.09 -0.06 -0.17 0.087
S -3.532350 1.670005 -3.106105 0.02 -0.03 -0.09 0.487
C 0.841071 2.860097 -0.546656 0.07 -0.10 -0.02 -0.247
C 1.703729 3.948222 -0.450829 -0.03 -0.01 -0.03 -0.025
C 3.051540 3.757055 -0.689628 0.01 0.02 -0.01 -0.071
C 3.506858 2.486218 -1.001399 -0.01 -0.01 -0.01 -0.060
C 2.581082 1.456742 -1.069537 -0.05 0.04 -0.03 -0.129
N 1.279967 1.634404 -0.858959 -0.06 0.10 0.05 0.083
H -2.032540 4.075382 0.977184 -0.01 -0.01 -0.01 0.078
H -0.812211 3.160115 1.887599 -0.03 0.00 0.02 0.079
H -0.353881 4.651598 1.111298 0.03 -0.04 0.02 0.067
H -2.893411 2.208079 0.379431 -0.01 0.03 0.03 0.070
H -4.929529 1.838749 0.196577 0.01 0.04 0.20 0.048
H -5.613019 1.333723 -1.348737 0.01 0.03 -0.03 0.072
H 1.328440 4.919825 -0.164358 -0.01 -0.01 -0.01 0.109
H 3.740714 4.589591 -0.611803 0.00 0.00 0.00 0.103
H 4.554497 2.282128 -1.180107 0.01 0.00 0.00 0.100
H 2.899217 0.442746 -1.275331 0.00 -0.03 -0.02 0.094
O -0.674344 -3.413117 1.581302 0.02 -0.01 0.02 0.027
C 0.165145 -3.936639 0.926648 -0.06 0.03 -0.04 -0.213
C 1.169027 -4.434027 0.237973 0.02 -0.02 -0.01 -0.256
C 2.001499 -5.523757 0.789175 -0.01 0.00 0.02 -0.094
C 2.764742 -6.270709 -0.035213 0.00 0.00 -0.02 -0.170
C 2.869458 -6.006340 -1.442689 -0.01 -0.01 0.02 -0.172
C 2.302222 -4.838385 -1.912674 0.02 0.01 -0.01 -0.189
C 1.539357 -3.966441 -1.132980 0.01 0.01 -0.01 -0.390
P 1.002461 -2.361268 -1.639653 0.02 -0.04 0.02 1.035
C -0.278499 -2.566660 -2.957238 -0.06 0.04 0.00 -0.357
C -0.090785 -3.356653 -4.093883 0.02 -0.04 0.03 -0.095
C -1.091306 -3.486301 -5.041704 0.01 0.00 0.00 -0.105
C -2.300249 -2.815939 -4.877101 0.00 0.01 0.01 -0.109
C -2.497087 -2.017584 -3.763147 -0.02 0.03 -0.03 -0.097
C -1.490888 -1.900809 -2.809600 0.05 0.04 -0.02 -0.097
C 2.366505 -1.688412 -2.674404 -0.04 0.05 -0.01 -0.371
C 3.695593 -1.929971 -2.326072 0.01 0.01 0.02 -0.105
C 4.731553 -1.282755 -2.986779 0.00 -0.02 0.01 -0.104
C 4.458757 -0.383682 -4.009367 -0.01 0.01 -0.01 -0.121
C 3.138742 -0.138613 -4.367277 0.02 0.01 0.01 -0.102
C 2.104253 -0.782849 -3.705620 0.00 -0.01 0.03 -0.099
H 1.972046 -5.721551 1.854322 0.01 0.01 0.00 0.087
H 3.353529 -7.075310 0.397347 0.00 0.00 0.00 0.079
H 3.500717 -6.615581 -2.075885 0.00 0.00 0.00 0.054
H 2.524087 -4.537573 -2.933789 0.01 0.00 0.00 0.085
H 0.851379 -3.871656 -4.237393 -0.01 -0.02 0.02 0.093
H -0.928208 -4.105519 -5.916851 0.00 0.00 0.00 0.090
H -3.078484 -2.906149 -5.626130 0.00 0.00 0.00 0.089
H -3.412985 -1.454294 -3.640809 -0.02 0.01 0.02 0.074
H -1.645064 -1.252984 -1.953953 -0.02 0.00 0.00 0.073
H 3.903985 -2.628074 -1.523579 0.01 0.00 0.00 0.107
H 5.757413 -1.481929 -2.698116 0.00 0.00 0.00 0.092
H 5.267274 0.124996 -4.521572 0.00 0.00 0.00 0.087
H 2.911177 0.569390 -5.155565 0.00 0.00 0.00 0.095
H 1.077953 -0.562639 -3.975585 0.01 0.00 -0.01 0.109
O -4.826972 2.223920 2.071321 -0.07 0.02 -0.05 -0.202
N -3.857014 1.768290 2.709634 0.04 -0.07 -0.01 -0.275
O -2.876866 1.418803 2.013953 -0.03 0.08 0.03 -0.267
O 2.276043 -0.359020 1.627782 -0.09 -0.01 0.01 -0.151
C 2.559582 0.764751 2.066142 0.03 0.04 0.00 -0.575
C 3.983151 1.126163 2.485876 0.02 0.01 -0.05 -0.103
C 3.845138 2.574780 2.918938 0.00 0.00 0.02 -0.108
C 2.366611 2.891887 2.635308 0.00 -0.04 0.01 -0.526
O 1.899517 4.009945 2.794204 -0.02 0.02 0.02 0.005
N 1.698778 1.787605 2.192277 -0.02 0.00 0.02 0.133
H 4.637175 0.985445 1.623732 0.01 -0.01 0.01 0.106
H 4.316558 0.441373 3.266030 -0.01 0.00 0.01 0.109
H 4.471537 3.273429 2.363109 0.00 0.00 -0.01 0.102
H 4.032813 2.736706 3.981711 0.01 0.01 0.00 0.105
```
Positions in Å, forces in eV/Å.

Its HOMO energy is -0.4 eV. Its total charge is -2. As for the spin multiplicity: 1. As for the energy above the lowest of the compared OMol25 structures with the same formula, charge and spin: 46.98 kJ/mol. Its orbital gap is 4.7 eV.